20
Properties=species:S:1:pos:R:3:forces:R:3 method="wB97M-V/def2-TZVPD" spin_multiplicity=1 charge=0 lumo_ev=0.73 relative_energy_kj_mol=102.6 total_energy_ev=-12891.7663
H -0.450582 0.896806 -2.447441 0.2 0.0 -0.1
N -0.335143 1.018530 -1.449784 -0.8 -0.3 -0.1
C 0.736719 1.604500 -1.142331 0.5 0.0 0.4
N 1.056127 1.808728 0.167789 0.4 0.3 1.2
N 1.783185 2.051652 -2.010428 -0.2 0.7 -0.1
C 2.415289 0.993616 -2.801273 -0.9 0.2 -0.3
H 0.464589 1.531689 0.933705 -0.5 -0.2 -0.5
H 1.715089 2.507304 0.465485 0.3 -0.1 -0.7
H 1.409749 2.798422 -2.593869 0.2 -0.2 0.0
H 1.820953 0.681708 -3.673407 0.0 0.1 0.1
H 2.467201 0.113403 -2.163814 0.6 0.0 0.0
H 3.358650 1.380433 -3.180594 0.2 -0.4 0.2
C -0.575054 -2.862293 1.451332 -0.6 -0.6 -0.4
C -1.601549 -1.826255 1.792762 -0.6 -0.1 -0.3
O -2.692793 -1.745373 1.292684 0.1 0.1 0.1
O -1.191774 -0.987918 2.763051 0.6 0.2 0.1
H 0.272233 -2.413149 0.932998 0.2 0.0 0.6
H -1.012653 -3.577681 0.751028 -0.2 0.3 0.0
H -0.360784 -3.456358 2.340239 0.6 0.4 0.0
H -1.844487 -0.283212 2.862637 -0.3 -0.1 0.0

=====

20
Properties=species:S:1:pos:R:3:forces:R:3 method="wB97M-V/def2-TZVPD" spin_multiplicity=1 charge=0 lumo_ev=0.83 relative_energy_kj_mol=292.3 total_energy_ev=-12889.8001
C -1.668661 -1.401534 -1.870476 -1.5 -1.5 -0.2
N -0.398599 -1.034444 -1.302773 -2.4 -0.3 -0.5
C 0.526127 -0.399592 -1.839131 4.1 3.5 0.7
N 0.757178 0.489683 -2.972478 -3.9 -1.2 0.3
N 1.610944 -0.112591 -0.924954 4.0 -4.3 -2.5
H -2.028287 -2.336671 -1.290673 0.5 1.4 -1.2
H -1.653537 -1.592672 -2.956085 0.3 -0.4 0.2
H -2.543926 -0.708215 -1.821597 1.0 0.2 0.7
H -0.099464 0.657024 -3.479880 -0.4 -0.2 0.0
H 1.468175 0.730768 -3.639667 1.3 -0.8 1.1
H 2.131141 -0.992072 -0.544483 -1.6 1.8 -1.2
H 1.377290 0.358851 -0.137564 -1.4 2.0 2.6
C -0.475986 1.009633 3.543577 0.4 0.8 3.1
C -0.111406 0.701509 2.210854 1.7 -3.4 -3.8
O 0.750944 1.203841 1.506558 -1.1 0.6 1.3
O -0.736274 -0.440059 1.682669 -0.7 1.5 5.1
H 0.423564 1.534344 3.974838 -1.5 0.7 -0.5
H -0.512263 0.170939 4.278378 -0.6 0.1 -1.2
H -1.475566 1.505833 3.432658 1.0 0.0 0.9
H -0.611596 -0.297023 0.802732 0.7 -0.4 -4.8

=====

20
Properties=species:S:1:pos:R:3:forces:R:3 method="wB97M-V/def2-TZVPD" spin_multiplicity=1 charge=0 lumo_ev=0.53 relative_energy_kj_mol=99.0 total_energy_ev=-12891.8037
H 1.633813 0.370916 -1.111534 0.4 -0.6 0.2
N 0.867471 -0.228074 -0.824663 -0.8 0.0 -0.2
C 1.094541 -1.488515 -0.784816 1.4 -0.4 -0.8
N 2.375767 -2.047488 -1.023418 -1.3 0.5 0.3
N 0.097399 -2.443793 -0.539778 1.3 1.6 0.5
C -0.928701 -2.003795 0.414016 -1.1 0.4 -0.2
H 2.602063 -2.990108 -0.780193 -0.1 -0.2 -0.1
H 3.032984 -1.557014 -1.592479 0.1 0.2 -0.1
H 0.549779 -3.331303 -0.368782 -0.5 -0.1 0.2
H -1.061695 -2.753205 1.174968 0.1 -0.4 0.4
H -1.925915 -1.906870 -0.080754 0.9 0.1 0.2
H -0.686351 -1.031969 0.919140 0.0 -0.9 -0.7
C -0.574933 3.258757 1.059154 1.3 -0.9 0.9
C -1.662612 2.467769 0.407775 -0.9 0.5 -0.7
O -2.837188 2.555650 0.683892 0.7 0.1 0.3
O -1.324236 1.662984 -0.598498 -1.3 -0.2 -0.7
H 0.033075 3.933583 0.434717 -0.5 -0.5 -0.1
H 0.089858 2.469393 1.477345 0.1 0.5 -0.4
H -0.906660 3.786144 1.939055 -0.5 0.3 0.0
H -0.468460 1.276939 -0.805146 0.9 -0.1 0.7

=====

20
Properties=species:S:1:pos:R:3:forces:R:3 method="wB97M-V/def2-TZVPD" spin_multiplicity=1 charge=0 lumo_ev=0.66 relative_energy_kj_mol=142.3 total_energy_ev=-12891.3550
H -0.222938 -1.792011 -0.780867 -0.1 1.0 0.1
N 0.291812 -1.826007 0.083244 1.1 -1.7 1.2
C 1.107613 -0.927873 0.486736 -2.2 0.8 -2.0
N 1.098310 0.326392 -0.140940 0.7 -0.5 -0.5
N 1.977610 -1.103997 1.500893 0.6 0.8 1.6
C 2.964245 -0.107026 1.931388 0.8 -1.3 0.8
H 0.646031 0.305453 -1.034775 -0.1 0.2 0.1
H 1.264505 1.217269 0.269927 0.2 0.1 0.3
H 1.747079 -1.761317 2.234714 -0.2 -0.1 -0.7
H 3.953832 -0.417869 1.591873 0.0 0.5 -0.8
H 3.161438 -0.221376 3.007511 -0.8 0.2 0.0
H 2.768796 0.937098 1.723698 -0.2 0.0 -0.2
C -2.259494 1.479229 -1.764602 -0.2 0.0 -0.5
C -2.894939 0.343268 -1.009188 -1.5 0.2 0.3
O -3.664118 0.464744 -0.071012 0.9 0.4 -0.6
O -2.626380 -0.907501 -1.444403 -0.2 -0.1 1.5
H -1.194529 1.341119 -1.734168 0.5 0.1 0.0
H -2.547694 2.435257 -1.369727 0.0 0.2 0.8
H -2.526445 1.606295 -2.817791 -0.2 -0.9 0.0
H -3.044726 -1.391153 -0.662515 0.7 0.1 -1.5

=====

20
Properties=species:S:1:pos:R:3:forces:R:3 method="wB97M-V/def2-TZVPD" spin_multiplicity=1 charge=0 lumo_ev=0.86 relative_energy_kj_mol=247.8 total_energy_ev=-12890.2612
H -0.032653 2.826590 1.187592 -0.8 -0.1 -0.6
N -0.566106 1.955553 1.182941 2.5 0.8 3.1
C -1.330641 1.623299 0.281338 -1.9 -0.4 -2.9
N -1.587432 2.393994 -0.898908 -1.0 -0.4 -0.7
N -2.028553 0.417847 0.406411 0.6 0.0 1.3
C -1.968340 -0.649229 -0.595773 -3.0 -1.3 0.5
H -2.315090 2.059869 -1.590137 1.2 0.3 1.6
H -1.697529 3.400615 -0.724277 0.3 -0.9 -0.1
H -2.079331 0.148343 1.398294 0.5 0.0 -1.0
H -1.229357 -0.413598 -1.380618 -0.8 -0.2 0.1
H -3.112555 -0.680937 -0.805536 2.0 -0.3 -1.4
H -1.819801 -1.752444 -0.250522 0.5 2.3 0.0
C 3.237790 -1.848762 -0.199856 -5.1 -1.4 -5.4
C 1.896917 -1.355976 0.383423 -2.3 0.7 0.8
O 0.719126 -1.762171 0.215756 4.1 0.6 0.0
O 2.137900 -0.319567 1.205072 0.6 0.0 0.0
H 3.843487 -1.210138 -0.867163 -1.0 0.5 0.4
H 2.665623 -2.661217 -0.984407 2.5 1.6 2.1
H 3.917210 -2.248999 0.432147 1.5 -1.7 2.4
H 1.349344 0.076922 1.604217 -0.5 -0.2 -0.3

=====

20
Properties=species:S:1:pos:R:3:forces:R:3 method="wB97M-V/def2-TZVPD" spin_multiplicity=1 charge=0 lumo_ev=0.76 relative_energy_kj_mol=143.9 total_energy_ev=-12891.3385
C -1.620985 -0.137903 1.924676 0.1 -0.5 -0.2
C -1.281897 0.572185 0.635320 -1.4 0.8 -0.7
O -2.178425 1.080549 -0.038739 1.7 -0.7 0.8
C 0.204816 0.649950 0.251839 0.0 0.9 -0.1
N 0.485523 1.899458 -0.513866 0.1 -1.0 0.0
C 0.591706 -0.642113 -0.550381 0.8 0.4 -0.7
N -0.116996 -0.839733 -1.771425 -2.9 0.0 0.0
N 1.939887 -0.597002 -1.030970 1.9 1.0 0.3
O 0.504340 -1.782311 0.239668 0.0 -0.2 0.6
H -2.600433 -0.614919 1.827071 0.1 0.3 0.1
H -0.889248 -0.914866 2.152397 0.0 0.2 0.0
H -1.641586 0.588079 2.740472 0.0 0.0 0.0
H 0.782632 0.694689 1.183817 0.0 -0.6 0.0
H 1.467876 1.876973 -0.788583 -0.2 0.1 0.2
H 0.374824 2.698809 0.108527 -0.1 -0.2 -0.3
H -0.393319 0.089100 -2.106575 0.1 -0.2 -0.1
H -1.005832 -1.276800 -1.530071 -0.2 -0.1 -0.3
H 1.900134 0.027575 -1.837579 0.5 0.0 0.2
H 2.069241 -1.502439 -1.484684 0.0 0.1 0.1
H 1.407743 -1.869282 0.589085 -0.4 -0.2 0.1

=====

20
Properties=species:S:1:pos:R:3:forces:R:3 method="wB97M-V/def2-TZVPD" spin_multiplicity=1 charge=0 lumo_ev=0.82 relative_energy_kj_mol=270.7 total_energy_ev=-12890.0243
H -1.452130 2.480298 -0.421646 0.0 0.4 -0.4
N -0.720953 1.836287 -0.167173 0.3 0.1 -0.2
C 0.121696 1.523035 -1.078645 -1.1 -0.6 -1.8
N 0.858694 0.378865 -0.916131 2.2 1.2 -0.7
N 0.319779 1.923926 -2.498713 0.6 -2.5 4.1
C 0.464098 0.758088 -3.322964 -0.2 -1.4 -3.2
H 1.858439 0.547823 -1.173739 -1.3 -0.9 0.6
H 0.615235 -0.264994 -0.197924 0.3 0.0 0.9
H -0.084642 2.725507 -2.859269 -1.1 1.4 -0.6
H 0.135108 1.024352 -4.405948 1.2 -0.5 1.7
H -0.022808 -0.214664 -3.116171 -1.7 1.1 0.6
H 1.406556 0.186928 -3.215316 0.7 1.6 -0.9
C -0.461217 -2.399912 3.428848 -1.1 3.7 2.6
C -0.110144 -1.432908 2.351367 -0.8 1.4 2.0
O 0.616479 -1.520094 1.423266 0.4 -0.5 -1.1
O -0.761368 -0.220902 2.706252 -0.9 -0.6 -3.5
H -0.094310 -3.341979 3.585137 0.4 -2.8 -1.1
H -1.515295 -2.119050 3.687658 0.6 -1.3 -0.4
H -0.019658 -1.995596 4.392171 -0.1 0.5 -1.0
H -1.153554 0.124999 1.798932 1.5 -0.2 2.4

=====

20
Properties=species:S:1:pos:R:3:forces:R:3 method="wB97M-V/def2-TZVPD" spin_multiplicity=1 charge=0 lumo_ev=0.60 relative_energy_kj_mol=120.7 total_energy_ev=-12891.5789
C 2.089380 0.843166 2.162153 0.1 -0.6 0.2
N 1.778015 -0.060993 1.087377 0.9 0.0 -0.6
C 1.016443 -1.059033 1.137433 -0.7 0.9 -0.4
N 0.917497 -1.925346 0.032306 -0.2 -0.1 0.4
N 0.054813 -1.258301 2.106658 -0.2 -0.4 1.3
H 2.360122 1.787002 1.714727 0.0 0.4 0.1
H 2.981814 0.445010 2.660358 0.0 0.2 0.0
H 1.350203 1.019972 2.956184 -0.3 -0.1 -0.2
H 0.752286 -1.425104 -0.836657 0.2 -0.2 0.3
H 0.193521 -2.605014 0.218026 -0.1 0.0 -0.5
H -0.359896 -2.160492 2.247297 0.0 -0.3 -0.4
H 0.225554 -0.851122 3.013802 0.2 0.2 -0.2
C -0.911009 1.488853 -2.306109 1.2 -1.1 -0.7
C -2.207679 0.781731 -2.108415 -0.9 0.6 2.1
O -3.014204 1.176572 -1.301498 -0.3 0.1 -0.6
O -2.355545 -0.417732 -2.703769 0.7 -0.2 -1.4
H -0.665960 2.231698 -1.552741 -0.6 0.0 0.0
H -0.803658 1.891228 -3.312817 -0.2 0.1 0.0
H -0.133934 0.711432 -2.247985 0.0 0.2 0.0
H -3.267765 -0.613526 -2.966332 0.1 0.2 0.7

=====

20
Properties=species:S:1:pos:R:3:forces:R:3 method="wB97M-V/def2-TZVPD" spin_multiplicity=2 charge=+1 lumo_ev="-3.55 / -8.00" relative_energy_kj_mol=134.2 total_energy_ev=-12883.7016
C 1.880773 1.212296 -0.887872 0.0 -0.6 -0.8
C 1.963820 -1.161897 -0.183030 -0.2 -0.2 -0.4
N 3.107980 -0.922067 0.462337 0.4 0.1 0.4
N 1.642434 -0.247889 -1.099323 -0.8 0.6 0.9
N 1.153864 -2.239731 0.067294 0.3 0.0 -1.4
H -0.671590 1.501622 1.262893 -0.1 0.3 0.2
H 3.276002 -1.591707 1.217072 0.0 -0.1 -0.1
H 0.765243 -0.405320 -1.585523 0.1 -0.1 -0.3
H 0.347376 -2.289144 -0.553011 -0.1 0.1 0.3
H 1.632337 -3.134849 -0.018644 0.1 0.0 0.7
H 1.668046 1.697653 -1.839653 -0.1 0.0 0.2
H 2.905120 1.413163 -0.607832 0.1 -0.2 0.2
H 1.162586 1.511005 -0.127370 0.1 0.3 -0.1
C -3.570616 0.387250 0.610410 0.4 -0.5 0.4
C -2.251789 1.053540 0.366835 -0.8 0.3 0.1
O -1.537126 1.147727 1.510363 0.3 -0.4 -0.2
O -1.872079 1.522382 -0.674695 0.6 -0.3 -0.1
H -3.928603 0.721376 1.583162 -0.3 0.1 -0.2
H -3.416790 -0.689842 0.707046 0.2 0.0 0.1
H -4.256986 0.514432 -0.210460 -0.2 0.4 -0.1

=====

20
Properties=species:S:1:pos:R:3:forces:R:3 method="wB97M-V/def2-TZVPD" spin_multiplicity=2 charge=+1 lumo_ev="-3.17 / -7.84" relative_energy_kj_mol=108.1 total_energy_ev=-12883.9728
C 1.669537 -1.039732 -2.922504 0.2 1.6 -0.7
C 0.758713 -0.694124 -1.778154 0.6 -1.0 -0.2
O -0.483593 -0.438628 -2.195646 -0.4 0.2 -0.1
O 1.119732 -0.700180 -0.623857 -0.7 0.4 0.5
H 1.831411 -2.097785 -3.064732 -0.2 -0.3 0.2
H 2.649397 -0.565058 -2.725673 -0.5 -0.3 -0.1
H 1.239627 -0.606988 -3.850309 0.4 -0.4 0.5
C -0.845183 2.119113 0.579605 -0.1 -1.2 -1.0
C -0.806829 0.085373 1.842265 1.6 -4.4 2.8
N -1.457116 0.869622 1.039857 0.2 2.7 -1.5
N -1.491949 -1.062752 2.207584 0.3 1.4 -1.2
N 0.437979 0.139476 2.429408 -0.9 0.9 -1.0
H -1.127077 -0.303585 -1.482184 0.4 -0.1 0.1
H -0.152375 2.548054 1.282232 -0.2 0.4 0.8
H -1.621807 2.751842 0.155348 0.0 0.2 0.6
H -2.429151 -1.148800 1.836996 -0.2 0.1 0.2
H -0.992564 -1.937877 2.313555 0.1 0.2 0.3
H 1.267397 0.379260 1.896112 -0.3 0.3 0.0
H 0.583923 -0.275987 3.337935 -0.1 -0.2 -0.2
H -0.150076 1.978753 -0.277840 -0.3 -0.6 0.1

=====

21
Properties=species:S:1:pos:R:3:forces:R:3 method="wB97M-V/def2-TZVPD" spin_multiplicity=1 charge=0 lumo_ev=0.74 relative_energy_kj_mol=86.3 total_energy_ev=-23724.3083
C 2.251078 -0.120559 0.797881 -4.1 1.0 -0.9
S 1.358503 -1.204187 -0.251567 -0.3 0.6 0.3
O 1.861073 -2.507940 -0.093071 0.7 -2.3 1.1
O 1.420834 -0.804463 -1.629643 -0.6 1.5 -1.0
N -0.152923 -1.092899 0.473204 0.4 -0.4 -0.6
C -1.170488 -1.487613 -0.228898 2.0 0.0 -1.8
N -1.076588 -1.867756 -1.527288 3.7 0.7 2.6
H 3.116892 0.186846 0.371270 2.7 0.7 -1.2
H 1.551945 0.706086 1.001810 0.5 -0.1 0.0
H 2.312267 -0.741011 1.601596 0.8 -1.3 2.7
H -2.105110 -1.502845 0.219278 -1.8 0.0 0.9
H -0.137033 -1.632208 -1.882419 -0.6 -0.4 -0.4
H -1.723635 -1.948999 -2.207634 -3.1 -0.4 -1.8
C -0.235818 2.139771 -0.670501 -0.9 0.3 -0.4
N -0.380340 2.292032 0.569579 -0.2 -1.5 1.1
C -1.396785 1.476292 1.264714 0.6 0.9 0.0
H 0.694190 2.540056 -1.083305 -0.5 0.1 -0.5
H -1.066291 1.725003 -1.319876 1.2 -0.1 0.4
H -2.148260 2.011796 1.740984 -1.4 2.2 0.6
H -1.986335 0.796286 0.691088 0.2 -0.8 -0.8
H -0.987176 1.036312 2.162800 0.8 -0.7 -0.3

=====

20
Properties=species:S:1:pos:R:3:forces:R:3 method="wB97M-V/def2-TZVPD" spin_multiplicity=1 charge=0 lumo_ev="0.53 / 0.43" relative_energy_kj_mol=274.0 total_energy_ev=-21675.6357
C -0.695009 1.786064 -0.083251 1.0 -0.2 0.1
C 0.486658 0.777430 -0.043169 1.0 0.0 0.9
C 1.631780 1.249709 0.977359 -1.5 1.8 -1.6
C 0.233643 -2.865829 -0.153394 -1.1 0.8 0.2
N -1.810453 1.187027 -0.711779 -0.2 0.5 -3.8
N 0.035946 -0.502004 0.300247 -2.2 -2.5 0.9
N 0.461329 -1.508422 -0.515108 0.9 1.4 0.6
O -2.763403 0.178044 1.270474 -0.7 0.0 1.6
S -2.285005 -0.231521 -0.027074 1.6 -0.6 -0.8
H -1.041385 2.255476 0.811284 0.4 -0.2 1.2
H -0.355823 2.575542 -0.700705 0.3 1.1 -0.6
H 0.921299 0.682198 -1.074672 0.0 0.7 0.5
H 1.442362 1.222643 2.093703 -0.3 0.2 -1.6
H 1.739727 2.292110 0.508909 0.5 -0.9 1.5
H 2.527818 0.713862 0.767630 0.7 -0.5 -0.1
H 0.834511 -3.518035 -0.698894 1.2 -0.9 -1.3
H 0.520111 -3.021806 0.853524 -0.1 0.0 1.2
H -0.786377 -3.180555 -0.331766 -0.6 -0.1 0.3
H -1.620307 1.174264 -1.764123 -0.9 -0.5 1.9
H 0.522570 -1.266189 -1.479201 0.0 0.0 -0.9

=====

19
Properties=species:S:1:pos:R:3:forces:R:3 method="wB97M-V/def2-TZVPD" spin_multiplicity=1 charge=0 lumo_ev=0.51 relative_energy_kj_mol=477.6 total_energy_ev=-19627.2105
C 1.135647 -0.915082 -1.305277 1.9 -5.9 -0.1
C 0.185991 0.608729 0.231768 3.4 2.8 1.7
C 0.911401 0.099757 1.518472 0.7 0.8 -1.3
C -1.123480 0.101595 -0.031624 -3.0 -2.5 3.2
H 1.335176 -1.162559 -2.396477 0.0 0.6 1.2
H 0.204524 -1.796735 -1.055741 2.6 3.2 -0.3
H 2.132959 -1.211867 -0.676054 -2.3 -0.2 -1.5
H 1.737650 1.028732 -0.940236 -0.8 -1.4 -0.7
H 0.216482 1.805051 0.181433 -0.8 -2.4 1.2
H 1.985263 0.555286 1.335488 -1.9 -0.9 1.4
H 0.966146 -0.980851 1.384248 0.2 0.0 0.5
H -1.072234 -0.514291 2.770126 1.8 1.8 0.6
H -0.730304 1.244193 -1.740273 -1.7 -1.5 2.0
H -2.683459 1.099652 -1.330712 5.2 -2.2 0.9
H -2.806766 -0.774189 0.402006 -0.7 -0.2 -0.8
N 0.886590 0.419461 -1.053173 1.3 2.6 1.3
N -1.432115 0.695615 -1.118809 -7.8 5.2 -7.4
N -1.843667 -0.761131 0.661209 2.5 1.8 0.4
S -0.005803 0.458633 3.163624 -0.6 -1.8 -2.3